[1]
81
Properties=species:S:1:pos:R:3:mulliken_spin:R:1 method="wB97M-V/def2-TZVPD" total_charge=+2 spin_multiplicity=6 lumo_energy_ev="-4.89 / -7.55" s2=8.759 relative_energy_kcal_mol=3.9
Ru -0.6928 0.9365 -0.0906 3.966
S -3.3364 -0.2228 -0.4000 -0.030
P -0.4652 -1.6980 -0.0468 0.212
O -2.3685 0.0688 -1.4913 0.135
O -4.6730 0.2093 -0.6101 0.020
O -2.6866 0.3134 0.8357 0.144
N -0.5135 1.5524 2.2437 0.089
N 1.6781 1.4514 0.3221 0.036
N -0.4757 1.5767 -2.3895 0.072
N -0.2176 3.3412 -0.3626 0.069
C -0.2441 1.6107 5.0049 0.000
C -0.3225 0.7228 -3.4045 0.014
C -0.9329 2.8080 -2.6377 0.033
C 0.3253 3.8671 2.0442 0.030
C 2.4576 -1.9266 -2.8490 0.004
C 3.5082 2.8639 -0.2335 0.004
C 2.0502 -2.9523 -3.6913 0.007
C 3.8940 0.8248 0.9473 0.005
C -4.4625 -2.7117 -0.3019 0.001
C 2.1484 2.5782 -0.2150 0.028
C -0.8531 0.4974 2.9998 0.015
C 0.8424 -3.5957 -3.4654 -0.002
C -1.1640 3.6773 -1.4366 -0.016
C 4.3947 1.9675 0.3357 -0.002
C -0.7321 0.4784 4.3730 0.003
C 0.4529 -2.2252 -1.5291 -0.019
C -3.2857 -1.9888 -0.2405 0.035
C 0.3403 -3.3095 3.6158 -0.007
C -0.3073 -2.7575 2.5237 0.025
C 1.7569 -2.8117 1.2800 0.024
C 1.6555 -1.5560 -1.7831 0.026
C -2.0132 -3.9947 0.0660 0.004
C 2.5315 0.6108 0.9196 -0.005
C -2.0482 -2.6061 -0.0727 0.001
C -1.1929 3.2479 -3.9236 0.003
C -0.5657 1.0823 -4.7168 0.008
C -4.4090 -4.0931 -0.1859 0.000
C -3.1893 -4.7270 0.0024 0.004
C 0.0940 2.7057 4.2318 0.006
C -0.0501 2.6531 2.8488 -0.001
C 1.1668 3.5555 -0.8077 -0.006
C -1.0000 2.3717 -4.9802 0.000
C 0.3989 -2.4985 1.3457 0.022
C 1.6948 -3.6081 3.5489 0.015
C 0.0445 -3.2429 -2.3857 0.006
C 2.3982 -3.3656 2.3782 -0.006
C -0.5511 4.1374 0.8291 -0.005
H 1.4910 4.5764 -0.5801 -0.001
H 3.3937 -1.4139 -3.0301 0.000
H 0.2503 4.7314 2.7023 0.000
H -0.1406 1.6456 6.0812 0.000
H 3.4470 -3.6243 2.3117 0.000
H -5.3195 -4.6743 -0.2333 0.000
H -1.3709 -2.5556 2.5802 0.001
H 1.3768 3.7965 1.7573 0.000
H -5.3992 -2.1865 -0.4343 0.001
H 1.2129 3.4424 -1.8909 -0.002
H 0.4651 3.6123 4.6899 0.001
H -0.4245 0.3630 -5.5103 0.001
H -0.4632 5.2009 0.5772 0.002
H 2.1911 -4.0473 4.4038 0.001
H 2.6736 -3.2459 -4.5253 0.000
H -1.2537 -0.3560 2.4790 0.007
H -0.2100 -3.5222 4.5233 0.000
H 3.8582 3.7862 -0.6792 0.001
H 5.4581 2.1658 0.3209 0.000
H -1.5482 4.2547 -4.0973 0.001
H -2.1813 3.5111 -1.0670 0.007
H 2.0961 -0.2573 1.3987 0.016
H 2.3026 -2.6631 0.3572 0.002
H -0.8931 -3.7569 -2.2290 0.001
H 0.0006 -0.2767 -3.1568 -0.002
H -1.0843 4.7337 -1.7164 0.009
H 1.9492 -0.7325 -1.1437 -0.013
H -3.1478 -5.8033 0.1053 0.000
H -1.1847 2.6919 -5.9969 0.000
H -1.5928 3.9375 1.0886 -0.001
H 4.5500 0.1222 1.4414 0.001
H -1.0670 -4.4936 0.2320 0.002
H 0.5168 -4.3819 -4.1336 0.000
H -1.0324 -0.3983 4.9286 0.000


[2]
87
Properties=species:S:1:pos:R:3:mulliken_spin:R:1 method="wB97M-V/def2-TZVPD" total_charge=+2 spin_multiplicity=4 lumo_energy_ev="-6.43 / -6.78" s2=3.771 relative_energy_kcal_mol=33.5
Mo 0.9182 -1.3249 -0.1194 2.579
Ge 0.0500 3.4811 -0.7056 0.009
Ge -1.2355 1.6260 0.3518 0.117
O 0.2837 0.1077 -1.5017 0.005
O -0.9076 0.3792 -3.3878 0.031
O -0.2765 -5.1375 0.7731 0.026
O 0.9323 -3.2549 0.5459 0.036
N 2.3718 -1.6627 -1.8925 0.001
N -0.6998 -2.2385 -1.1017 -0.140
N 0.8562 -0.9181 2.0665 -0.106
N 2.6458 -0.1638 0.2980 -0.038
C -2.0322 -4.1447 -1.4382 -0.004
C -3.1563 1.4192 -1.7329 0.004
C -1.2674 -2.1004 2.4176 0.015
C -0.0840 -4.0633 0.2743 -0.011
C 0.1787 -1.3652 4.3060 -0.007
C -2.6607 -3.4738 -2.4832 0.028
C 1.4464 -3.7327 -2.8268 -0.006
C 2.8939 0.2444 1.5508 0.047
C -2.5251 1.2213 2.9299 0.005
C 3.4680 0.1277 -0.7207 0.041
C -0.0358 -1.4320 2.9320 0.071
C -1.3368 1.5587 2.2654 -0.008
C 2.2333 -2.4651 -2.9590 0.038
C 2.8360 -2.1462 -4.1766 0.006
C 1.3146 -0.7687 4.7986 0.015
C 3.1909 -0.5826 -1.9894 0.053
C -0.2650 2.0559 3.0179 0.003
C -2.2607 -2.1933 -2.8557 -0.003
C 3.7960 -0.2136 -3.1682 0.000
C -1.3000 4.8814 -0.5105 -0.001
C -1.2584 -1.5905 -2.1205 0.098
C 4.5656 0.9479 -0.5092 -0.022
C -4.6277 -0.6779 -0.6516 0.001
C -2.6262 1.3631 4.3055 0.000
C 3.9771 1.0653 1.8192 -0.013
C 0.5464 3.1636 -2.5508 0.004
C 4.8038 1.4273 0.7685 0.031
C 2.2203 -0.2106 3.9069 0.001
C -1.5468 1.8472 5.0349 0.000
C 3.5894 -1.0030 -4.2952 0.003
C -0.6225 -0.2539 -2.4063 -0.040
C -3.4998 -0.2160 0.0013 0.021
C -2.7468 0.8445 -0.5261 -0.014
C 1.6161 3.8580 0.3961 -0.005
C -0.3646 2.1980 4.3911 0.003
C -5.0322 -0.0776 -1.8427 0.000
C -4.2974 0.9689 -2.3813 0.000
C -1.0164 -3.4871 -0.7718 0.113
C 1.9597 -0.2929 2.5573 0.004
H -2.1844 4.6890 -1.1174 0.000
H 1.3200 2.4021 -2.6174 -0.003
H -2.2862 -5.1568 -1.1526 0.001
H -1.6098 5.0113 0.5269 0.000
H -5.9238 -0.4287 -2.3475 0.000
H 3.1225 0.2594 4.2673 0.001
H 0.9344 4.1113 -2.9331 0.001
H 4.0389 -0.7341 -5.2419 0.000
H 1.8579 -4.4878 -3.4939 0.000
H 2.1160 4.7307 -0.0308 0.000
H -5.2023 -1.4941 -0.2330 0.000
H -0.8539 5.8196 -0.8485 0.000
H 0.4661 2.5946 4.9615 0.001
H -3.5528 1.1189 4.8084 0.000
H -2.5854 2.2207 -2.1894 -0.001
H 4.1776 1.4075 2.8229 0.000
H 2.6987 -2.8122 -5.0177 0.000
H 5.2473 1.1791 -1.3139 0.000
H -3.2065 -0.6898 0.9281 -0.005
H -1.4548 -1.8329 1.3779 0.011
H -1.6330 1.9698 6.1074 0.000
H 0.4028 -3.5908 -3.1134 0.000
H -2.1274 -1.7954 3.0139 0.006
H -0.5567 -1.8009 4.9691 0.002
H -0.2857 2.8392 -3.1701 0.000
H 1.4990 -4.1120 -1.8088 -0.001
H 5.6584 2.0656 0.9530 0.001
H 0.6546 2.3446 2.5225 -0.011
H 2.3270 3.0321 0.3955 0.003
H 1.3408 4.1050 1.4201 0.001
H -4.6098 1.4321 -3.3080 0.000
H 1.4999 -0.7319 5.8644 -0.001
H 4.4167 0.6681 -3.2226 0.001
H -3.3923 0.8889 2.3779 0.000
H -3.4520 -3.9662 -3.0348 -0.002
H -1.1807 -3.1860 2.4890 0.007
H -2.6929 -1.6646 -3.6944 0.000


[3]
15
Properties=species:S:1:pos:R:3:nbo_charge:R:1 method="wB97M-V/def2-TZVPD" lumo_energy_ev="0.29 / -0.45" relative_energy_kcal_mol=130.1
O 2.3977 0.6464 0.6949 -0.636
N -0.6484 -2.2374 -1.4509 -0.292
N -0.4593 0.2697 0.8176 -0.619
C -1.8112 0.7878 0.6300 -0.415
C 0.2775 -0.0452 -0.3507 -0.164
C 0.1494 -1.3747 -1.2662 -0.040
C 1.7300 -0.1846 -0.1042 0.129
H 1.8697 1.4470 0.8520 0.490
H 0.0101 0.6470 -1.1613 0.223
H 2.2197 -1.1504 -0.1571 0.188
H -0.4748 -0.5459 1.4203 0.374
H -1.7775 1.7930 0.1943 0.194
H -2.4217 0.1393 -0.0145 0.190
H 1.2316 -1.0611 -1.7134 0.168
H -2.2928 0.8692 1.6093 0.210


[4]
5
Properties=species:S:1:pos:R:3:nbo_charge:R:1 method="wB97M-V/def2-TZVPD" total_charge=+1 spin_multiplicity=4 lumo_energy_ev="-6.82 / -6.35" s2=3.755
Tm 0.8477 -1.6719 -0.3689 1.668
O -1.2660 1.9615 -0.9556 -0.370
O -0.5833 0.0307 0.1226 -0.773
C -0.6645 1.2548 -0.1856 0.979
H 1.6662 -1.5751 1.3874 -0.504


[5]
13
Properties=species:S:1:pos:R:3:nbo_charge:R:1 method="wB97M-V/def2-TZVPD" smiles=C[C@](O)(C#N)CCl lumo_energy_ev=0.61 relative_energy_kcal_mol=46.0
Cl -3.2216 1.0887 0.0383 -0.075
O -1.0221 -0.3451 1.6012 -0.651
N -1.2129 -3.0236 -0.2386 -0.282
C -1.5716 0.5665 -0.5690 -0.331
C -1.1362 -1.8963 -0.1344 0.236
C 0.6569 -0.3551 -0.1343 -0.628
C -0.8324 -0.5217 0.2312 0.104
H -0.4799 -0.9399 1.9914 0.467
H 1.2219 0.6028 0.2806 0.242
H 1.2634 -1.1358 0.3055 0.226
H -1.7248 0.2586 -1.5370 0.220
H 0.7605 -0.5358 -1.3025 0.232
H -1.0966 1.5592 -0.4100 0.239


Ordered electronic energy results: -73716.153; -170072.320; -9300.752; -34666.366; -20303.882; unit eV.